(1)
A cluster of 2 separate species, C4H10N2O in total in a non-equilibrium geometry. Source: OMol25; level of theory: wB97M-V/def2-TZVPD.

Summary:
- orbital gap (eV) = 10.386
- relative energy (zero: lowest compared OMol25 entry of this formula, charge and spin) (kJ/mol) = 181.5
- highest occupied orbital energy (Eh) = -0.349
- largest force on an atom (eV Å⁻¹) = 3.072
- total charge = 0

Element x y z (Å)
N -0.95891 -0.14310 0.08817
C -0.01246 -1.35200 -1.76208
H -0.30280 -2.07127 0.24196
H -1.81311 -1.89457 -0.69879
H 1.52397 -2.55091 -0.97087
H -0.40033 -0.68662 -2.49763
H -1.65342 -0.22996 0.80347
C 0.25462 2.94255 1.80000
H 0.97125 3.60624 2.31483
H -1.38635 0.50141 -0.56680
N 0.67229 1.66845 1.71324
H 0.21962 0.95514 1.10433
H 1.83693 -2.05084 -2.75484
H 1.48135 1.41096 2.29390
O -0.80807 3.33271 1.27272
C -0.81349 -1.43782 -0.49525
C 1.18892 -2.00038 -1.88635

Results of the Löwdin charge analysis, in e, for atoms 1 through 4: -0.02 -0.17 0.11 0.12

(2)
The molecule C4H10N2O in a non-equilibrium geometry. Source: OMol25; level of theory: wB97M-V/def2-TZVPD.

Summary:
- orbital gap (eV) = 9.831
- relative energy (zero: lowest compared OMol25 entry of this formula, charge and spin) (kJ/mol) = 250.6
- highest occupied orbital energy (Eh) = -0.334
- largest force on an atom (eV Å⁻¹) = 4.842
- total charge = 0

Element x y z (Å)
C -1.34876 0.72148 -0.34977
H -0.71479 -2.25988 -0.66179
H -0.04328 -1.06937 -1.91681
C 0.13305 -1.60717 -0.93083
C 1.74241 -1.27601 0.96815
H -1.85205 -0.10891 -0.77456
H 1.18850 -1.28657 2.00143
H 0.92124 -2.17101 -1.36702
H -0.29949 1.66430 -1.82140
H 2.69193 -0.89546 0.84653
O 0.14776 1.03441 1.40389
H -1.98573 0.97980 0.51254
H -1.06341 2.69499 -0.82154
N 0.59188 -0.72749 0.06596
C -0.14669 0.27004 0.48924
H 2.04028 -2.25708 0.50101
N -1.21264 1.83948 -1.32171

Results of the Löwdin charge analysis, in e, for atoms 1 through 4: -0.21 0.11 0.11 -0.11

(3)
The molecule C4H10N2O in a non-equilibrium geometry. Source: OMol25; level of theory: wB97M-V/def2-TZVPD.

Summary:
- orbital gap (eV) = 9.144
- relative energy (zero: lowest compared OMol25 entry of this formula, charge and spin) (kJ/mol) = 202.6
- highest occupied orbital energy (Eh) = -0.304
- largest force on an atom (eV Å⁻¹) = 2.712
- total charge = 0

Element x y z (Å)
H -1.43175 2.28607 0.22816
H 2.24110 0.36172 1.06072
C -0.69525 -0.56741 -0.15931
N -1.74484 0.31690 -0.54234
H 2.51655 -1.16624 -1.05399
H -0.51778 -0.66912 0.91197
H 3.17516 -1.17816 0.96924
C -2.17586 1.47379 0.24179
C 2.18944 -0.71754 0.85666
H -1.73554 0.56022 -1.51681
O 0.55793 0.48602 -1.93103
H -2.17258 1.18176 1.29715
H -1.00144 -1.61628 -0.39246
H -3.17859 1.71793 -0.08701
C 0.57819 -0.31098 -1.02818
N 1.71372 -0.90078 -0.50865
H 1.68155 -1.25789 1.65410

Results of the Löwdin charge analysis, in e, for atoms 1 through 4: 0.07 0.09 -0.16 -0.14

(4)
The molecule C4H10N2O in a non-equilibrium geometry. Source: OMol25; level of theory: wB97M-V/def2-TZVPD.

Summary:
- orbital gap (eV) = 9.506
- relative energy (zero: lowest compared OMol25 entry of this formula, charge and spin) (kJ/mol) = 213.5
- highest occupied orbital energy (Eh) = -0.313
- largest force on an atom (eV Å⁻¹) = 1.667
- total charge = 0

Element x y z (Å)
H -2.19905 0.54674 1.17684
H 0.30509 1.46945 1.08068
H 0.17184 -1.85404 -0.49616
H -1.70890 1.79929 0.00485
N 2.44640 -0.04755 -0.72171
N -0.62118 0.03310 -0.16120
C 1.49929 0.77582 -0.59568
C 0.56384 0.53451 0.56846
H -1.56249 -1.69690 -0.80387
H 3.04493 0.05753 -1.53518
H 1.87850 -0.79001 0.93823
C -1.85237 0.72802 0.14726
O 1.12937 -0.34763 1.47082
H -0.96245 -1.79395 0.87233
H -2.62433 0.39486 -0.54541
C -0.75354 -1.40931 -0.13377
H 1.24504 1.60007 -1.26647

Results of the Löwdin charge analysis, in e, for atoms 1 through 4: 0.09 0.15 0.08 0.08

(5)
The molecule C4H10N2O in a non-equilibrium geometry. Source: OMol25; level of theory: wB97M-V/def2-TZVPD.

Summary:
- orbital gap (eV) = 9.586
- relative energy (zero: lowest compared OMol25 entry of this formula, charge and spin) (kJ/mol) = 225.8
- highest occupied orbital energy (Eh) = -0.321
- largest force on an atom (eV Å⁻¹) = 4.199
- total charge = 0

Element x y z (Å)
H 3.02180 0.49529 1.89251
O 1.02968 -0.00004 2.12816
H 0.75959 -1.09133 -0.25508
H -2.51778 0.50593 0.72608
N -1.41778 -0.72526 -1.61891
C 0.76190 -0.11101 -0.64471
H -0.95250 1.26910 -1.01875
C -1.48578 0.09263 0.82953
H -0.90670 -0.90660 -2.50385
H -1.10014 0.48319 1.70801
N 1.75040 0.63312 0.05263
H 1.12179 -0.02308 -1.67573
H -1.74576 -1.57327 -1.19879
C -0.82568 0.19502 -0.55556
H -1.65551 -0.99138 1.15789
C 1.91994 0.39483 1.41368
H 2.24253 1.35286 -0.43711

Results of the Löwdin charge analysis, in e, for atoms 1 through 4: 0.16 0.01 0.10 0.08

(6)
The molecule C4H10N2O in a non-equilibrium geometry. Source: OMol25; level of theory: wB97M-V/def2-TZVPD.

Summary:
- orbital gap (eV) = 5.256
- relative energy (zero: lowest compared OMol25 entry of this formula, charge and spin) (kJ/mol) = 737.2
- highest occupied orbital energy (Eh) = -0.287
- largest force on an atom (eV Å⁻¹) = 5.896
- total charge = 0

Element x y z (Å)
H -1.78910 2.34216 1.19797
C -1.23645 0.22957 -0.29620
H 0.27941 1.84536 -0.42911
C -0.85268 1.59740 -0.45982
H -1.28462 2.05126 -1.39012
H 0.82070 -0.92973 -1.71174
N 0.11119 -0.92274 1.55581
H 2.49891 -2.42002 -0.55273
H -0.09682 -0.04376 1.97767
N 2.06321 -1.81101 0.05254
H 1.53639 0.19170 -0.57948
C -0.25791 -0.82430 0.17261
H -2.09833 -0.08509 -0.83046
H -0.62453 -1.83089 -0.09124
H 1.09739 -1.19197 1.59366
O -1.31204 2.70207 0.44725
C 1.14528 -0.90002 -0.65661

Results of the Löwdin charge analysis, in e, for atoms 1 through 4: 0.06 0.02 0.14 -0.25

(7)
A cluster of 2 separate species, C4H10N2O in total. Source: OMol25; level of theory: wB97M-V/def2-TZVPD.

Summary:
- orbital gap (eV) = 10.143
- relative energy (zero: lowest compared OMol25 entry of this formula, charge and spin) (kJ/mol) = 197.6
- highest occupied orbital energy (Eh) = -0.344
- largest force on an atom (eV Å⁻¹) = 0.408
- total charge = 0

Element x y z (Å)
N -1.26197 2.34203 1.48131
H 0.63813 -2.63858 -2.08636
H 2.84548 -2.05742 0.28289
H 1.49946 -1.11272 -2.26008
H 1.66865 -2.74324 1.17155
H -1.81678 1.18592 -0.21789
H -2.82133 2.60680 0.16814
H 0.66300 2.84768 1.70431
C 0.93789 -1.55989 -0.25204
C -0.07039 2.34828 1.07758
O 0.33988 -0.81458 0.48031
N 1.92485 -2.47884 0.22562
H -2.96637 1.17421 1.15768
H -0.25142 -1.11011 -1.95035
H 0.24334 1.84782 0.15744
C -2.25756 1.77222 0.59028
C 0.68515 -1.60957 -1.73039

Results of the Löwdin charge analysis, in e, for atoms 1 through 4: -0.09 0.08 0.09 0.09

(8)
The molecule C4H10N2O in a non-equilibrium geometry. Source: OMol25; level of theory: wB97M-V/def2-TZVPD.

Summary:
- orbital gap (eV) = 9.192
- relative energy (zero: lowest compared OMol25 entry of this formula, charge and spin) (kJ/mol) = 286.7
- highest occupied orbital energy (Eh) = -0.306
- largest force on an atom (eV Å⁻¹) = 2.733
- total charge = 0

Element x y z (Å)
H 0.31723 0.35499 1.79952
H -2.00086 -0.22949 1.87690
N -0.99820 -0.13424 0.10794
H 2.57552 0.12307 1.58974
C -1.52052 1.09728 -0.45716
N -1.96231 -0.70483 0.96812
H -0.80611 1.47834 -1.18303
H 0.48001 -0.98023 -1.71496
H 1.78361 0.19087 -2.00211
H -1.72194 -1.67862 1.12282
C 1.38806 -0.24242 0.04218
H -2.46120 0.86940 -0.95595
O 2.65794 0.02046 0.63395
H -1.70518 1.86816 0.30576
C 0.31947 0.05901 0.74990
C 1.46042 -0.64788 -1.38675
H 2.19406 -1.44386 -1.49684

Results of the Löwdin charge analysis, in e, for atoms 1 through 4: 0.11 0.07 -0.30 0.09

(9)
A cluster of 2 separate species, C4H10N2O in total in a non-equilibrium geometry. Source: OMol25; level of theory: wB97M-V/def2-TZVPD.

Summary:
- orbital gap (spin up / spin down) (eV) = 8.317 / 8.317
- relative energy (zero: lowest compared OMol25 entry of this formula, charge and spin) (kJ/mol) = 392.4
- highest occupied orbital energy (spin up / spin down) (Eh) = -0.298 / -0.298
- largest force on an atom (eV Å⁻¹) = 4.985
- total charge = 0

Element x y z (Å)
H -0.98958 2.22814 0.28475
C 1.68170 0.46448 -0.71840
N -1.12305 1.23664 0.42331
N 1.79871 0.48999 0.58206
H 2.26268 -1.43180 1.26779
H -1.52340 -1.37838 0.35343
H -1.93153 1.07889 1.01409
H 1.36872 1.34733 -1.27334
C 1.48466 -0.67059 1.36611
H 1.47194 -0.36778 2.41348
H -1.31993 -1.58884 -1.40280
H 2.46068 0.02165 -1.33150
O -0.80803 0.95974 -1.85637
C -1.67020 -0.91831 -0.62221
H -2.74581 -0.76962 -0.72703
C -0.97344 0.42292 -0.77064
H 0.55587 -1.12446 0.99723

Results of the Löwdin charge analysis, in e, for atoms 1 through 4: 0.09 -0.08 0.12 -0.08

(10)
The molecule C4H10N2O. Source: OMol25; level of theory: wB97M-V/def2-TZVPD.

Summary:
- orbital gap (eV) = 9.800
- relative energy (zero: lowest compared OMol25 entry of this formula, charge and spin) (kJ/mol) = 75.5
- highest occupied orbital energy (Eh) = -0.331
- largest force on an atom (eV Å⁻¹) = 0.688
- total charge = 0

Element x y z (Å)
C 2.66464 -0.23617 -0.49861
H -2.25625 -0.61621 1.61688
N 1.30242 0.29129 -0.44933
C -1.96804 -0.92161 0.60499
H 3.24891 0.48359 -1.06629
N -0.96002 -0.04454 0.06726
H -0.73809 1.79886 -0.89682
C -1.31529 1.34846 -0.08799
H 2.74968 -1.20216 -1.01667
H -1.16195 1.92616 0.83627
H 1.18546 1.23372 -0.10778
C 0.31909 -0.55682 -0.00350
O 0.59688 -1.71964 0.26512
H -2.37645 1.42284 -0.35630
H 3.10103 -0.36626 0.49735
H -1.54175 -1.92210 0.63739
H -2.85029 -0.91940 -0.04197

Results of the Löwdin charge analysis, in e, for atoms 1 through 4: -0.09 0.09 0.01 -0.06

(11)
The molecule C4H10N2O. Source: OMol25; level of theory: wB97M-V/def2-TZVPD.

Summary:
- orbital gap (eV) = 9.731
- relative energy (zero: lowest compared OMol25 entry of this formula, charge and spin) (kJ/mol) = 113.9
- highest occupied orbital energy (Eh) = -0.325
- largest force on an atom (eV Å⁻¹) = 0.503
- total charge = 0

Element x y z (Å)
H 2.08357 -1.39676 -0.17287
H 2.02922 0.22029 -0.90393
C -0.62253 -1.67088 -0.02358
H -0.12229 -2.38480 0.64048
H 1.38159 -1.17572 -1.80993
N -0.80363 1.55381 0.08248
H -0.82404 2.23933 2.07154
C 1.48984 -0.73088 -0.81107
H -1.23753 2.38788 -0.28177
O -0.79872 0.61507 -2.00307
H -1.58242 -1.40140 0.43791
C -0.50525 0.58252 -0.82202
H 0.79627 1.75504 1.45924
H -0.39115 0.53101 1.85593
H -0.82260 -2.16858 -0.98307
C -0.27747 1.53110 1.44222
N 0.20716 -0.48704 -0.17850

Results of the Löwdin charge analysis, in e, for atoms 1 through 4: 0.09 0.09 -0.08 0.09

(12)
The molecule C4H10N2O in a non-equilibrium geometry. Source: OMol25; level of theory: wB97M-V/def2-TZVPD.

Summary:
- orbital gap (eV) = 10.045
- relative energy (zero: lowest compared OMol25 entry of this formula, charge and spin) (kJ/mol) = 123.7
- highest occupied orbital energy (Eh) = -0.338
- largest force on an atom (eV Å⁻¹) = 2.443
- total charge = 0

Element x y z (Å)
N 1.40080 -2.05565 -0.26514
O -2.42380 -0.19006 -0.39502
H 1.89332 0.33808 -0.63386
H 1.10201 -2.98231 -0.05362
C -0.16814 0.57205 -0.90435
H -0.91646 2.36928 0.97362
C -1.60083 0.69805 -0.22223
H 1.43277 -1.28941 1.64443
C 0.91158 -1.02856 0.71281
H -0.34361 -0.31688 -1.51098
H 1.07549 -1.81263 -1.18865
N -1.75386 1.88908 0.52107
C 1.06141 0.35000 0.05873
H 0.01808 1.44746 -1.50482
H -2.69567 2.13089 0.92163
H 1.13422 1.04495 0.90806
H -0.12733 -1.16434 0.93831

Results of the Löwdin charge analysis, in e, for atoms 1 through 4: -0.01 0.04 0.10 0.05

(13)
The molecule C4H10N2O in a non-equilibrium geometry. Source: OMol25; level of theory: wB97M-V/def2-TZVPD.

Summary:
- orbital gap (eV) = 10.265
- relative energy (zero: lowest compared OMol25 entry of this formula, charge and spin) (kJ/mol) = 36.8
- highest occupied orbital energy (Eh) = -0.348
- largest force on an atom (eV Å⁻¹) = 1.810
- total charge = 0

Element x y z (Å)
N -0.65597 -0.51901 -0.28357
H 0.86470 -2.58920 0.79285
H -1.84161 0.59790 -2.24324
H -0.39782 0.35380 2.91413
C -0.17864 -0.71571 1.07840
C -0.01250 0.56649 1.91882
H -0.57790 1.66377 -2.61087
C -0.13397 0.50796 -1.04245
H -0.48818 1.44589 1.52187
H 1.05374 0.71277 2.08205
H 1.42007 -1.68079 2.14942
C 1.07218 -1.57216 1.11693
O 0.95998 0.99742 -0.83216
H -1.47805 -0.92608 -0.68961
N -0.86215 0.81211 -2.18049
H 1.90883 -1.08534 0.61821
H -0.98850 -1.29043 1.53733

Results of the Löwdin charge analysis, in e, for atoms 1 through 4: 0.07 0.07 0.09 0.07

(14)
The molecule C4H10N2O. Source: OMol25; level of theory: wB97M-V/def2-TZVPD.

Summary:
- orbital gap (eV) = 10.099
- relative energy (zero: lowest compared OMol25 entry of this formula, charge and spin) (kJ/mol) = 101.6
- highest occupied orbital energy (Eh) = -0.340
- largest force on an atom (eV Å⁻¹) = 0.646
- total charge = 0

Element x y z (Å)
H 0.25488 -2.09922 1.38669
H -1.86045 1.81940 -1.56428
H -0.57683 0.85111 -1.79175
H 1.99657 1.11655 -0.42723
N -1.01516 1.48199 -1.11905
O 2.54516 -0.69305 -1.12626
H -1.87917 -0.16533 -0.05996
H -0.41620 -2.02449 -0.23152
H -2.05959 1.37101 0.68130
C 0.48050 -1.80779 0.36350
H 0.41571 1.48626 1.08105
C -1.34593 0.77425 0.10999
H 1.30594 -2.38073 -0.03277
H -0.38849 0.11055 1.91234
N 0.81598 -0.39851 0.32251
C -0.10724 0.53488 0.94615
C 1.83431 0.02312 -0.45071

Results of the Löwdin charge analysis, in e, for atoms 1 through 4: 0.09 0.07 0.07 0.14

(15)
The ion C4H10N2O with charge +1 in a non-equilibrium geometry. Source: OMol25; level of theory: wB97M-V/def2-TZVPD.

Summary:
- multiplicity = 2
- orbital gap (spin up / spin down) (eV) = 10.921 / 5.487
- relative energy (zero: lowest compared OMol25 entry of this formula, charge and spin) (kJ/mol) = 203.8
- highest occupied orbital energy (spin up / spin down) (Eh) = -0.532 / -0.522
- largest force on an atom (eV Å⁻¹) = 5.634
- ⟨S²⟩ = 0.755
- total charge = +1

Element x y z (Å)
H -1.81181 -0.72341 -0.94639
H 0.23291 -1.52465 -0.97915
H -1.32547 1.99842 -0.56747
H -2.79131 1.05620 -0.09165
N 1.81359 0.87343 -1.17613
H -1.21050 1.26754 1.04002
H 1.55381 0.55685 -2.10573
C 0.06744 -1.34564 1.22580
H 0.69418 -2.15608 1.51143
N -1.06600 0.03040 -0.76147
H 2.60328 1.57896 -1.07317
C 1.43541 0.09613 -0.13988
C -1.59729 1.07428 0.06558
C 0.10307 -0.75012 -0.22161
H 0.32951 -0.55286 1.93309
H -1.05940 -1.64622 1.30468
O 2.02858 0.16678 0.98205

Results of the Löwdin charge analysis, in e, for atoms 1 through 4: 0.20 0.15 0.16 0.17